{"formula": "C4H4N2O", "method": "ωB97M-V/def2-TZVPD", "species": ["O", "C", "C", "C", "N", "C", "N", "H", "H", "H", "H"], "positions_angstrom": [[2.22, -1.20, 0.75], [1.20, -0.89, 0.20], [1.17, 0.78, -0.30], [0.07, 1.37, 0.07], [-1.28, 0.15, 0.51], [-1.06, -0.98, -0.17], [0.10, -1.56, -0.20], [2.14, 1.01, -0.75], [-0.48, 2.28, 0.31], [-2.25, 0.45, 0.38], [-1.84, -1.42, -0.81]], "nbo_charge": [-0.54, 0.71, -0.36, 0.01, -0.65, 0.31, -0.55, 0.27, 0.23, 0.38, 0.18], "de_lowest_kcal_mol": 69.64, "molar_mass_g_mol": 96.09, "multiplicity": 1, "total_energy_ev": -9237.4682, "e_lumo_ev": 0.44}

=====

{"formula": "C4H4N2O", "method": "ωB97M-V/def2-TZVPD", "species": ["C", "C", "C", "C", "N", "N", "O", "H", "H", "H", "H"], "positions_angstrom": [[0.27, 3.38, 0.56], [0.46, 2.08, 0.19], [-0.44, 1.13, -0.05], [-0.26, -0.18, -0.68], [0.17, 4.46, 0.92], [2.33, 1.87, -0.51], [2.74, 2.88, -0.93], [-1.37, 1.47, 0.39], [-0.93, -0.78, -0.07], [0.76, -0.52, -0.46], [-0.65, -0.23, -1.73]], "nbo_charge": [0.19, -0.13, -0.12, -0.67, -0.28, 0.26, -0.18, 0.22, 0.23, 0.24, 0.25], "de_lowest_kcal_mol": 113.97, "molar_mass_g_mol": 96.09, "multiplicity": 1, "total_energy_ev": -9235.5456, "e_lumo_ev": -0.75}

=====

{"formula": "C4H4N2O2", "method": "ωB97M-V/def2-TZVPD", "species": ["C", "C", "C", "N", "N", "C", "O", "O", "H", "H", "H", "H"], "positions_angstrom": [[2.26, -1.59, 0.06], [1.20, -0.95, 0.02], [0.11, -0.05, 0.08], [0.40, 1.17, -0.03], [1.63, 1.50, -0.11], [-1.42, -0.29, -0.03], [-1.98, -1.41, -0.09], [-2.14, 0.85, 0.09], [3.22, -2.10, -0.08], [2.45, 1.09, 0.27], [1.73, 2.61, -0.09], [-1.55, 1.58, 0.06]], "nbo_charge": [-0.19, -0.07, -0.06, -0.17, -0.56, 0.76, -0.56, -0.66, 0.25, 0.39, 0.37, 0.50], "smiles": "C#C/C(=N\\N)C(=O)O", "de_lowest_kcal_mol": 92.90, "molar_mass_g_mol": 112.09, "multiplicity": 1, "total_energy_ev": -11284.5111, "e_lumo_ev": 0.10}

=====

{"formula": "C4H4N2O2", "method": "ωB97M-V/def2-TZVPD", "species": ["O", "C", "O", "C", "C", "N", "C", "N", "H", "H", "H", "H"], "positions_angstrom": [[1.15, 1.71, 1.66], [0.55, 2.30, 0.79], [-0.21, 1.76, -0.15], [-0.24, 0.35, -0.10], [0.42, -0.46, -0.95], [-0.03, -1.74, -0.66], [-1.03, -1.61, 0.28], [-1.20, -0.35, 0.59], [0.64, 3.40, 0.63], [1.24, -0.34, -1.65], [0.35, -2.59, -1.09], [-1.64, -2.44, 0.65]], "nbo_charge": [-0.57, 0.65, -0.48, 0.35, -0.13, -0.52, 0.18, -0.45, 0.12, 0.22, 0.42, 0.21], "smiles": "O=COc1c[nH]cn1", "de_lowest_kcal_mol": 22.67, "molar_mass_g_mol": 112.09, "multiplicity": 1, "total_energy_ev": -11287.5566, "e_lumo_ev": 0.74}

=====

{"formula": "C4H4N2O2", "method": "ωB97M-V/def2-TZVPD", "species": ["C", "C", "C", "C", "H", "H", "H", "H", "N", "N", "O", "O"], "positions_angstrom": [[0.42, -0.53, -1.00], [-0.74, -0.16, -0.44], [-2.06, -0.21, 0.46], [-0.16, 0.47, 0.74], [3.40, 0.64, -0.13], [0.72, -0.48, -2.06], [-3.19, -0.11, 0.03], [-2.14, -1.26, 0.96], [1.52, -0.15, -0.07], [1.02, 0.54, 0.85], [2.56, 0.78, -0.88], [-1.34, 0.47, 1.54]], "nbo_charge": [-0.07, -0.18, -0.09, 0.50, 0.48, 0.23, 0.24, 0.21, 0.06, -0.33, -0.58, -0.48], "de_lowest_kcal_mol": 204.46, "molar_mass_g_mol": 112.09, "multiplicity": 1, "total_energy_ev": -11279.6735, "e_lumo_ev": 0.04}

=====

{"formula": "C4H4N2O2", "method": "ωB97M-V/def2-TZVPD", "species": ["O", "C", "N", "C", "C", "C", "O", "N", "H", "H", "H", "H"], "positions_angstrom": [[1.57, 1.25, 2.45], [0.71, 0.78, 1.71], [-0.58, 0.32, 2.12], [-1.13, -0.15, 1.02], [-0.28, -0.09, -0.16], [-0.45, -0.52, -1.34], [0.67, -0.52, -2.12], [0.83, 0.56, 0.38], [-2.13, -0.57, 0.98], [-1.44, -0.93, -1.72], [0.49, -0.45, -3.24], [1.74, 0.32, -0.10]], "nbo_charge": [-0.57, 0.73, -0.43, 0.12, -0.03, 0.16, -0.69, -0.62, 0.20, 0.20, 0.51, 0.43], "smiles": "O=C1N=C/C(=C/O)N1", "de_lowest_kcal_mol": 49.33, "molar_mass_g_mol": 112.09, "multiplicity": 1, "total_energy_ev": -11286.4004, "e_lumo_ev": -0.24}

=====

{"formula": "C4H4N2O2", "method": "ωB97M-V/def2-TZVPD", "species": ["C", "C", "C", "C", "H", "H", "H", "H", "N", "N", "O", "O"], "positions_angstrom": [[-1.17, -0.27, -0.08], [0.77, 0.74, 0.07], [2.13, 0.09, 0.32], [0.19, -0.52, -0.19], [-1.36, -1.95, 0.01], [2.22, -0.11, 1.57], [3.22, 0.64, -0.27], [1.58, -1.35, -1.49], [-0.01, 1.70, -0.13], [1.49, -1.42, -0.13], [-2.18, -1.00, 0.25], [-1.26, 1.08, -0.07]], "nbo_charge": [0.54, 0.10, -0.25, -0.18, 0.52, 0.25, 0.24, 0.34, -0.13, -0.55, -0.58, -0.31], "de_lowest_kcal_mol": 235.66, "molar_mass_g_mol": 112.09, "multiplicity": 1, "total_energy_ev": -11278.3204, "e_lumo_ev": -0.53}

=====

{"formula": "C4H4N2O2", "method": "ωB97M-V/def2-TZVPD", "species": ["N", "C", "C", "N", "O", "H", "H", "C", "C", "O", "H", "H"], "positions_angstrom": [[-0.62, 2.13, -2.55], [-0.05, 1.85, -1.60], [0.52, 1.42, -0.39], [1.72, 1.52, -0.18], [2.44, 1.12, 0.83], [-0.11, 1.04, 0.53], [1.85, 0.90, 1.63], [-0.24, -1.27, -0.59], [0.29, -0.66, -1.56], [0.76, -0.51, -2.59], [-0.78, -0.73, 0.17], [-0.12, -2.29, -0.47]], "nbo_charge": [-0.23, 0.22, -0.14, -0.01, -0.45, 0.18, 0.44, -0.78, 0.69, -0.42, 0.23, 0.27], "smiles": "N#C/C=N/O.C=C=O", "de_lowest_kcal_mol": 137.81, "molar_mass_g_mol": 112.09, "multiplicity": 1, "total_energy_ev": -11282.5635, "e_lumo_ev": -0.47}

=====

{"formula": "C4H4N2O2", "method": "ωB97M-V/def2-TZVPD", "species": ["C", "C", "C", "C", "H", "H", "H", "H", "N", "N", "O", "O"], "positions_angstrom": [[0.12, -0.92, -0.40], [1.73, 0.36, 0.17], [-0.36, 0.13, 0.47], [-1.65, 0.58, 0.73], [1.03, -2.56, -1.41], [-1.05, -1.94, -2.48], [2.76, 0.83, 0.20], [-2.38, -0.80, 1.10], [-0.17, -1.74, -1.47], [0.89, 1.00, 0.72], [1.50, -0.76, -0.54], [-2.06, 1.86, 0.79]], "nbo_charge": [0.49, 0.34, -0.20, 0.43, 0.43, 0.52, 0.19, 0.06, -0.89, -0.37, -0.46, -0.54], "de_lowest_kcal_mol": 221.45, "molar_mass_g_mol": 112.09, "multiplicity": 1, "total_energy_ev": -11278.9367, "e_lumo_ev": -0.92}

=====

{"formula": "C4H4N2O2", "method": "ωB97M-V/def2-TZVPD", "species": ["C", "C", "C", "C", "H", "H", "H", "H", "N", "N", "O", "O"], "positions_angstrom": [[-0.92, -1.11, -0.95], [-0.34, -0.21, -0.04], [0.82, 0.58, -0.17], [0.81, 1.32, 1.00], [0.14, -1.99, -2.59], [1.71, 0.40, -1.21], [1.63, 2.03, 1.36], [-0.51, 1.05, 2.49], [-0.23, 0.99, 1.73], [-0.98, 0.05, 1.26], [-0.19, -1.22, -2.11], [-1.94, -1.88, -0.78]], "nbo_charge": [0.75, -0.10, -0.24, -0.10, 0.53, 0.28, 0.23, 0.38, -0.24, -0.17, -0.76, -0.56], "de_lowest_kcal_mol": 114.23, "molar_mass_g_mol": 112.09, "multiplicity": 1, "total_energy_ev": -11283.5860, "e_lumo_ev": 0.20}

=====

{"formula": "C4H4N2P", "method": "ωB97M-V/def2-TZVPD", "species": ["C", "C", "C", "C", "N", "N", "P", "H", "H", "H", "H"], "positions_angstrom": [[-1.17, -0.87, -0.18], [-1.36, 0.43, 0.50], [-0.14, -0.79, -1.06], [-0.42, 1.32, 0.16], [3.81, -0.33, 0.78], [2.73, -0.17, 0.77], [0.77, 0.70, -0.96], [-1.82, -1.72, -0.04], [-2.10, 0.82, 1.11], [0.25, -1.71, -1.66], [-0.55, 2.33, 0.60]], "nbo_charge": [-0.01, -0.04, -0.71, -0.69, 0.13, -0.08, 1.31, 0.26, 0.25, 0.29, 0.28], "charge": 1, "de_lowest_kcal_mol": 18.62, "molar_mass_g_mol": 111.06, "multiplicity": 1, "total_energy_ev": -16471.9111, "e_lumo_ev": [-8.21, -8.22]}

=====

{"formula": "C4H4N2S", "method": "ωB97M-V/def2-TZVPD", "species": ["N", "C", "C", "C", "S", "C", "N", "H", "H", "H", "H"], "positions_angstrom": [[-0.50, 2.47, -1.20], [-0.24, 1.22, -0.66], [0.71, 0.67, 0.19], [0.27, -0.71, 0.34], [0.78, -1.66, 1.55], [-0.82, -0.87, -0.68], [-1.02, 0.28, -1.25], [-0.40, 3.42, -0.56], [-1.50, 2.81, -1.52], [1.76, 0.99, 0.53], [-1.32, -1.77, -1.24]], "nbo_charge": [-0.79, 0.36, -0.43, -0.20, 0.11, 0.09, -0.43, 0.39, 0.41, 0.26, 0.23], "smiles": "NC1=CC(=S)C=N1", "de_lowest_kcal_mol": 66.42, "molar_mass_g_mol": 112.16, "multiplicity": 1, "total_energy_ev": -18025.3603, "e_lumo_ev": -1.59}